No. 1
{"formula": "C52H61F22IO17S", "method": "wB97M-V/def2-TZVPD", "elements": ["C", "C", "S", "C", "C", "C", "C", "C", "F", "C", "C", "C", "C", "C", "O", "C", "C", "O", "C", "C", "C", "C", "C", "C", "I", "C", "C", "C", "C", "O", "H", "H", "H", "H", "H", "H", "H", "H", "H", "H", "H", "H", "H", "H", "H", "H", "H", "H", "H", "H", "H", "H", "H", "H", "H", "H", "C", "C", "O", "C", "O", "C", "F", "F", "F", "H", "H", "H", "H", "H", "C", "C", "O", "C", "O", "C", "F", "F", "F", "H", "H", "H", "H", "H", "C", "C", "O", "C", "O", "C", "F", "F", "F", "H", "H", "H", "H", "H", "C", "C", "O", "C", "O", "C", "F", "F", "F", "H", "H", "H", "H", "H", "C", "C", "O", "C", "O", "C", "F", "F", "F", "H", "H", "H", "H", "H", "C", "C", "O", "C", "O", "C", "F", "F", "F", "H", "H", "H", "H", "H", "C", "C", "O", "C", "O", "C", "F", "F", "F", "H", "H", "H", "H", "H"], "coordinates": [[-4.35, -1.33, -0.28], [-4.31, -0.62, -1.72], [-2.56, -0.60, -2.30], [-1.84, 0.92, -1.54], [-0.89, 0.61, -0.33], [-1.23, 1.03, 1.03], [-2.61, 1.77, 1.29], [-3.16, 1.41, 2.74], [-3.10, 0.01, 2.98], [-0.34, 0.79, 2.18], [0.89, 0.08, 1.95], [1.22, -0.37, 0.58], [0.38, -0.12, -0.57], [0.75, -0.59, -2.01], [0.74, 0.44, -3.00], [1.61, 1.53, -2.65], [2.56, -1.17, 0.47], [3.37, -1.02, -0.42], [2.80, -2.16, 1.66], [3.30, -3.49, 1.40], [3.49, -4.39, 2.54], [3.99, -5.83, 2.23], [5.50, -5.93, 1.73], [5.55, -5.86, 0.15], [6.69, -4.42, 2.73], [3.20, -3.92, 3.89], [2.68, -2.57, 4.17], [2.47, -1.72, 3.02], [1.88, -0.27, 3.11], [2.18, 0.51, 3.98], [-4.98, -2.26, -0.31], [-4.75, -0.58, 0.45], [-3.31, -1.65, -0.02], [-4.72, 0.42, -1.65], [-4.92, -1.16, -2.49], [-1.30, 1.47, -2.36], [-2.68, 1.60, -1.24], [-2.56, 2.87, 1.11], [-3.33, 1.27, 0.59], [-2.64, 1.98, 3.55], [-4.26, 1.65, 2.72], [-0.61, 1.14, 3.20], [-0.01, -1.37, -2.30], [1.74, -1.11, -2.08], [2.35, 1.25, -1.85], [2.21, 1.90, -3.52], [0.94, 2.38, -2.34], [3.50, -3.78, 0.34], [3.34, -6.21, 1.39], [3.76, -6.49, 3.11], [5.85, -6.96, 2.01], [6.36, -6.54, -0.19], [4.61, -6.22, -0.34], [5.76, -4.80, -0.16], [3.38, -4.63, 4.73], [2.46, -2.22, 5.20], [3.97, 6.40, -6.21], [2.58, 6.64, -6.77], [1.62, 5.81, -6.10], [1.17, 6.26, -4.93], [1.52, 7.29, -4.41], [0.12, 5.31, -4.36], [0.49, 4.02, -4.46], [-1.06, 5.43, -5.00], [-0.13, 5.53, -3.06], [4.23, 5.34, -6.26], [4.71, 6.97, -6.77], [4.03, 6.70, -5.16], [2.55, 6.36, -7.82], [2.30, 7.69, -6.70], [3.37, -4.67, 10.63], [2.45, -5.48, 9.74], [3.17, -6.03, 8.62], [3.84, -7.16, 8.86], [3.88, -7.72, 9.92], [4.52, -7.65, 7.58], [5.14, -6.66, 6.92], [3.64, -8.20, 6.73], [5.45, -8.58, 7.82], [3.89, -3.91, 10.06], [2.80, -4.19, 11.43], [4.13, -5.31, 11.08], [1.68, -4.83, 9.32], [1.93, -6.26, 10.29], [-3.61, -0.66, 5.72], [-4.19, 0.23, 6.80], [-5.17, -0.49, 7.58], [-4.69, -1.27, 8.56], [-3.53, -1.40, 8.81], [-5.84, -1.92, 9.33], [-6.79, -2.41, 8.51], [-6.45, -1.04, 10.15], [-5.42, -2.94, 10.09], [-4.40, -1.08, 5.11], [-2.93, -0.09, 5.09], [-3.06, -1.50, 6.16], [-4.72, 1.07, 6.35], [-3.42, 0.64, 7.45], [4.93, -2.07, -4.58], [3.54, -2.45, -4.09], [2.93, -3.40, -4.99], [3.29, -4.67, -4.82], [4.07, -5.07, -4.00], [2.53, -5.56, -5.81], [2.51, -5.05, -7.05], [1.25, -5.73, -5.43], [3.07, -6.79, -5.91], [4.88, -1.70, -5.61], [5.36, -1.29, -3.94], [5.60, -2.93, -4.58], [2.90, -1.57, -4.08], [3.57, -2.84, -3.07], [-8.18, 0.94, 7.94], [-9.24, 2.00, 8.16], [-9.21, 2.97, 7.11], [-9.85, 2.64, 5.98], [-10.42, 1.60, 5.80], [-9.78, 3.79, 4.97], [-8.55, 4.32, 4.89], [-10.61, 4.79, 5.30], [-10.11, 3.40, 3.73], [-7.20, 1.40, 7.83], [-8.15, 0.25, 8.78], [-8.37, 0.37, 7.03], [-9.04, 2.53, 9.09], [-10.24, 1.55, 8.25], [-0.26, 9.58, -3.80], [-1.74, 9.34, -4.04], [-2.40, 10.56, -4.42], [-2.30, 10.90, -5.72], [-1.71, 10.26, -6.54], [-3.08, 12.18, -5.99], [-2.86, 13.12, -5.06], [-4.41, 11.96, -6.01], [-2.76, 12.73, -7.17], [-0.11, 10.38, -3.08], [0.21, 8.67, -3.43], [0.24, 9.88, -4.73], [-2.21, 9.02, -3.11], [-1.92, 8.56, -4.78], [3.70, -3.91, -12.65], [3.10, -4.00, -11.26], [3.89, -3.27, -10.31], [3.68, -1.95, -10.26], [2.89, -1.36, -10.94], [4.56, -1.32, -9.18], [5.82, -1.77, -9.21], [4.08, -1.58, -7.95], [4.63, 0.02, -9.29], [4.74, -4.24, -12.64], [3.14, -4.53, -13.35], [3.69, -2.88, -13.01], [3.09, -5.04, -10.93], [2.06, -3.65, -11.25]], "smiles": "CCSCc1c(CCF)cc2c(c1COC)C(=O)c1cc(C[C@@H](C)I)ccc1C2=O.CCOC(=O)C(F)(F)F.CCOC(=O)C(F)(F)F.CCOC(=O)C(F)(F)F.CCOC(=O)C(F)(F)F.CCOC(=O)C(F)(F)F.CCOC(=O)C(F)(F)F.CCOC(=O)C(F)(F)F", "orbital_gap_ev": 8.0, "total_charge": 0, "e_homo_ev": -8.691}

No. 2
{"formula": "C4H6N2O2", "method": "wB97M-V/def2-TZVPD", "elements": ["N", "N", "C", "O", "O", "C", "C", "C", "H", "H", "H", "H", "H", "H"], "coordinates": [[2.29, -1.39, 0.03], [1.29, -0.47, 0.18], [1.68, 0.83, 0.06], [2.83, 1.09, -0.23], [0.81, 1.77, 0.24], [-0.57, 1.53, 0.08], [-1.08, 0.24, -0.53], [-1.37, 0.43, 0.72], [2.90, -1.22, -0.75], [1.76, -2.20, -0.15], [0.36, -0.99, -0.14], [-0.92, 2.56, -0.15], [-0.89, -0.49, -1.36], [-1.76, 0.05, 1.64]], "smiles": "NNC(=O)OC1C=C1", "orbital_gap_ev": 9.1, "total_charge": 0, "e_above_lowest_kj_mol": 513.05, "e_homo_ev": -8.648}